# 1
72
Properties=species:S:1:pos:R:3 method="wB97M-V/def2-TZVPD" e_lumo_ev="0.25 / 1.22" homo_energy_ha="-0.146 / -0.156" largest_force_ev_per_a=2.2 charge=-1 relative_energy_kcal_mol=26.4
Pd -0.31141 -0.28192 0.02583
C 2.29593 0.25178 -2.23180
O 0.98438 -0.06243 -1.84867
Si -0.35102 -0.01906 -2.85044
C -0.48948 1.70670 -3.67879
C -0.10075 -1.21752 -4.33249
C -1.65438 -0.51510 -1.58420
Si -3.06456 0.68184 -1.22003
C -4.23142 0.72379 -2.74360
C -4.21639 0.30365 0.26741
C -2.34720 2.43044 -0.92008
Si -1.81668 -2.35677 -1.19849
C -0.20679 -3.40837 -1.21919
C -2.71292 -2.70208 0.46771
C -2.91091 -3.17754 -2.55327
H 2.32177 1.21864 -2.73895
H 2.67948 -0.51268 -2.91156
H 2.92933 0.29676 -1.34684
H 0.35418 1.91135 -4.33554
H -0.54287 2.50731 -2.95164
H -1.38584 1.75620 -4.28516
H 0.63754 -0.84752 -5.04039
H -1.03217 -1.33748 -4.87473
H 0.21814 -2.20407 -4.01440
H -4.57058 -0.27008 -3.01560
H -3.72896 1.14873 -3.60518
H -5.10670 1.32690 -2.53131
H -4.82373 -0.58231 0.11107
H -4.88938 1.14518 0.41696
H -3.64204 0.17187 1.17887
H -1.27925 2.37265 -0.69892
H -2.82305 2.91788 -0.07497
H -2.47314 3.08045 -1.77947
H 0.51704 -3.02940 -0.50231
H 0.26145 -3.37165 -2.19646
H -0.40862 -4.45531 -0.99913
H -2.45662 -1.93838 1.19848
H -2.45085 -3.67776 0.86708
H -3.78848 -2.68821 0.34106
H -2.38307 -3.26694 -3.49578
H -3.80689 -2.59380 -2.73017
H -3.22131 -4.17453 -2.26036
C 1.54775 -4.17196 2.21559
S 1.60664 -2.32929 2.40693
C -0.02304 -2.23692 3.26052
O 1.34460 -1.83055 1.04283
H 1.57724 -4.60551 3.20769
H 2.41847 -4.48765 1.65071
H 0.64456 -4.45927 1.68871
H -0.04979 -2.92454 4.10027
H -0.78140 -2.46876 2.51583
H -0.16440 -1.21971 3.61457
F 1.62919 4.95154 1.76914
C 2.23781 3.81633 2.17613
C 3.56081 3.87921 2.54185
F 4.17614 5.07867 2.43981
C 4.30483 2.75352 2.98028
C 3.56736 1.54283 2.97980
C 2.25249 1.49150 2.59698
F 1.59846 0.29651 2.63335
C 1.51380 2.61156 2.18575
C 0.12270 2.49493 1.81789
C -0.53793 1.29936 1.68908
N -1.24800 0.34463 1.69004
C -0.68083 3.63128 1.64880
N -1.39168 4.52997 1.53971
F 4.15194 0.38577 3.37984
C 5.65803 2.82801 3.37538
C 6.36662 4.02140 3.52587
N 7.00368 4.96458 3.71216
C 6.44406 1.70884 3.65097
N 7.17815 0.84252 3.85901

=====

# 2
63
Properties=species:S:1:pos:R:3 method="wB97M-V/def2-TZVPD" e_lumo_ev=0.73 smiles="CC[C@@H](C)[C@H](NC(=O)OCc1ccccc1)C(=O)NC[C@@H](c1ccccc1)N(C)C" homo_energy_ha=-0.316 largest_force_ev_per_a=0.7 relative_energy_kcal_mol=21.4
C -3.40017 -4.31663 0.06532
C -2.85992 -2.98461 -0.44185
C -1.47437 -3.12389 -1.08746
C -1.57788 -3.69098 -2.50172
C -0.70373 -1.79387 -1.12411
N -0.35756 -1.38133 0.22663
C 0.76777 -0.71158 0.53387
O 1.50004 -0.18758 -0.28030
O 0.95602 -0.68621 1.86537
C 2.14264 -0.03401 2.33452
C 3.28437 -1.01042 2.44318
C 4.05989 -1.30358 1.32812
C 5.08685 -2.22671 1.41668
C 5.34873 -2.86279 2.61844
C 4.57710 -2.57686 3.73186
C 3.54693 -1.65707 3.64366
C -1.43345 -0.65483 -1.87313
O -2.57811 -0.71547 -2.27272
N -0.62715 0.39850 -2.08386
C -1.12144 1.60951 -2.69764
C -1.95608 2.44983 -1.70581
C -1.19464 2.53557 -0.40502
C -1.58147 1.78572 0.69643
C -0.87544 1.86765 1.88439
C 0.22676 2.69884 1.97887
C 0.63057 3.43505 0.87714
C -0.07405 3.35172 -0.30891
N -2.20700 3.79331 -2.22506
C -3.02958 4.54750 -1.29746
C -2.82032 3.78434 -3.53902
H -4.37264 -4.17477 0.53078
H -2.72770 -4.75119 0.80339
H -3.51710 -5.02655 -0.74900
H -3.54668 -2.55911 -1.17198
H -2.80963 -2.28758 0.39827
H -0.87549 -3.81346 -0.47728
H -2.07609 -4.65613 -2.48888
H -0.58934 -3.82313 -2.93656
H -2.14865 -3.01334 -3.13005
H 0.24337 -1.94889 -1.66010
H -0.89548 -1.76014 0.98992
H 1.87702 0.36871 3.31380
H 2.38997 0.77889 1.64438
H 3.84868 -0.80843 0.39206
H 5.68581 -2.44846 0.54573
H 6.15256 -3.58091 2.68745
H 4.77731 -3.07185 4.67083
H 2.94304 -1.43665 4.51216
H 0.27926 0.41779 -1.62827
H -0.27075 2.19392 -3.04833
H -1.74669 1.31067 -3.54200
H -2.90526 1.90798 -1.53248
H -2.44516 1.13921 0.62340
H -1.18908 1.28519 2.73865
H 0.76971 2.77654 2.90978
H 1.49636 4.07773 0.94598
H 0.22157 3.93616 -1.16652
H -2.54781 4.57665 -0.32226
H -4.03500 4.11404 -1.17836
H -3.13115 5.56756 -1.66496
H -3.07622 4.80823 -3.80751
H -2.11597 3.40859 -4.27736
H -3.73637 3.17549 -3.57561

=====

# 3
64
Properties=species:S:1:pos:R:3 method="wB97M-V/def2-TZVPD" e_lumo_ev=0.52 smiles="COc1cccc(CNC(=O)CC[C@@H]2CCCN(C(=O)CCc3c(C)noc3C)C2)c1" homo_energy_ha=-0.313 largest_force_ev_per_a=1.2 relative_energy_kcal_mol=28.9
C 2.74337 1.24745 -3.09759
O 3.65841 1.20697 -2.02519
C 3.33730 1.87664 -0.88092
C 4.31020 1.88695 0.12047
C 4.05215 2.50389 1.32669
C 2.82703 3.11031 1.56073
C 1.86352 3.11909 0.56608
C 0.50349 3.73077 0.78828
N -0.53023 2.72172 0.67955
C -1.28930 2.33847 1.72539
O -1.25908 2.87116 2.81574
C -2.21903 1.18123 1.37879
C -3.40151 1.68305 0.54116
C -4.03845 0.68062 -0.43419
C -4.58450 -0.60278 0.20856
C -3.52361 -1.68014 0.42860
C -2.71137 -1.91365 -0.84776
N -2.12234 -0.67059 -1.28694
C -0.81447 -0.36347 -1.38145
O -0.44788 0.77257 -1.66426
C 0.20805 -1.44796 -1.11044
C 0.51112 -1.56075 0.39461
C 1.49508 -2.65021 0.64662
C 1.22887 -4.02973 0.87988
C -0.09063 -4.70590 0.95902
N 2.34753 -4.68791 1.03174
O 3.36374 -3.80074 0.90563
C 2.86405 -2.57656 0.67255
C 3.80342 -1.44306 0.50630
C -3.12164 0.32831 -1.61396
C 2.12469 2.51271 -0.65783
H 3.16733 0.60895 -3.87136
H 1.75796 0.87075 -2.80847
H 2.63617 2.26470 -3.48713
H 5.25472 1.40297 -0.07151
H 4.80916 2.50566 2.09680
H 2.62225 3.57462 2.51316
H 0.31846 4.51574 0.04444
H 0.42494 4.15989 1.78933
H -0.53833 2.17519 -0.17372
H -1.63572 0.45185 0.82380
H -2.56991 0.73289 2.30838
H -4.17651 2.04775 1.21826
H -3.07002 2.53839 -0.05342
H -4.89468 1.21192 -0.86767
H -5.06305 -0.35928 1.15799
H -5.35288 -1.01262 -0.45269
H -2.85485 -1.39306 1.23877
H -4.00995 -2.61481 0.71421
H -1.94844 -2.66759 -0.66914
H -3.37814 -2.27718 -1.64060
H 1.12708 -1.15785 -1.62276
H -0.11200 -2.41010 -1.51104
H 0.91690 -0.60906 0.74628
H -0.40611 -1.77204 0.94871
H -0.75389 -4.16659 1.63350
H -0.55579 -4.74667 -0.02576
H 0.04722 -5.72013 1.32084
H 3.49077 -0.59884 1.11823
H 3.82978 -1.11170 -0.53109
H 4.80140 -1.75575 0.79990
H -2.59972 1.21739 -1.97116
H -3.73374 -0.07128 -2.43232
H 1.36157 2.52748 -1.41866